1.
ORCA calculation (wB97M-V/def2-TZVPD) on C8H16O10V as an isolated structure at a distorted geometry.

The value obtained for the LUMO energy is 5.3 eV. As for the total charge: -3. For the frontier orbital gap, the calculation gives 0.05783 Eh.

XYZ file:
```
35
Properties=species:S:1:pos:R:3:mulliken_charge:R:1
V -0.853 0.770 -1.932 1.414
O 3.629 2.846 3.748 -0.576
O 0.526 -0.421 -5.919 -0.614
O 2.702 3.538 -2.367 -0.631
O 2.448 -0.355 -6.422 -0.608
O -0.754 0.653 -0.364 -0.964
O 3.168 4.435 -4.066 -0.652
O -2.720 -4.141 -1.586 -0.500
O 1.196 4.341 -3.521 -0.639
O -2.447 0.935 -2.168 -0.996
O 1.952 -1.182 -4.735 -0.639
C -4.000 -6.135 -2.135 -1.359
C 3.985 3.221 6.032 -1.246
C 2.953 3.229 4.929 0.613
C 2.357 4.635 4.582 -1.369
C -3.997 -4.647 -1.930 0.541
C -4.926 -4.215 -0.775 -1.282
C 2.346 4.351 -3.173 0.683
C 1.581 -0.958 -5.873 0.680
H 3.164 3.098 2.947 0.338
H -2.053 -4.663 -2.038 0.283
H 3.596 3.605 6.975 0.358
H 2.986 5.275 3.964 0.359
H 1.439 4.506 4.008 0.394
H 2.127 2.560 5.168 0.182
H -3.230 -6.470 -2.830 0.387
H -4.554 -4.738 0.106 0.327
H 2.131 5.124 5.530 0.334
H -3.693 -6.657 -1.229 0.351
H -5.908 -4.677 -0.879 0.358
H 4.886 3.741 5.707 0.313
H -4.296 -4.147 -2.852 0.190
H -4.958 -3.144 -0.575 0.333
H 4.176 2.160 6.195 0.297
H -4.959 -6.476 -2.525 0.337
```


2.
ORCA calculation (wB97M-V/def2-TZVPD) on a 18-piece molecular cluster, C4H34BO25 overall at a distorted geometry.

The value obtained for the LUMO energy is 1.7 eV. As for the total charge: -1. For the frontier orbital gap, the calculation gives 0.33350 Eh.

XYZ file:
```
64
Properties=species:S:1:pos:R:3:nbo_charge:R:1
O -0.011 3.107 9.596 -0.935
O 1.028 1.142 -1.137 -0.647
O -6.699 4.280 -2.709 -0.933
O -3.871 -3.814 -6.364 -0.945
O -0.546 -6.430 -1.972 -0.936
O 0.270 0.758 1.098 -0.652
O -0.810 -0.219 -0.985 -0.618
O 5.431 4.005 4.957 -0.944
O 2.054 3.475 -9.699 -0.941
O 0.978 0.155 3.226 -0.578
O 6.563 0.676 7.819 -0.935
O 7.569 -6.031 0.407 -0.943
O -7.978 -1.874 -8.021 -0.938
O 2.475 7.335 -7.108 -0.939
O 1.369 -0.875 -0.022 -0.638
O 4.776 -3.628 -2.727 -0.940
O -3.815 4.035 -7.548 -0.937
O -3.863 -0.184 5.794 -0.942
O -3.641 3.807 3.136 -0.938
O -1.061 -2.299 9.648 -0.935
O 0.552 2.137 -3.204 -0.571
O 2.397 -1.956 1.666 -0.587
O 6.931 -6.065 6.638 -0.939
O -6.403 -2.435 -0.927 -0.934
O -1.913 0.288 -2.839 -0.590
C 0.275 1.376 -2.221 0.681
C 1.627 -1.110 1.195 0.684
C 0.903 0.011 1.985 0.677
C -0.953 0.430 -2.061 0.679
B 0.416 0.206 -0.276 1.160
H -6.703 5.232 -2.808 0.463
H -0.583 -6.197 -1.044 0.472
H -1.251 -7.066 -2.089 0.464
H -4.353 0.601 5.548 0.469
H 2.029 8.165 -6.945 0.466
H 5.707 3.362 5.610 0.471
H -0.264 -1.793 9.805 0.465
H 4.703 3.585 4.500 0.473
H 7.610 -5.577 -0.435 0.472
H 0.338 3.974 9.804 0.466
H 0.736 2.629 9.234 0.469
H -3.864 -3.147 -5.678 0.474
H -8.441 -2.691 -8.208 0.464
H -7.107 -2.151 -7.737 0.473
H 4.543 -4.057 -3.550 0.464
H 7.761 -5.836 6.220 0.467
H -4.110 4.598 2.867 0.464
H 5.857 0.311 8.352 0.469
H -2.944 0.069 5.705 0.473
H 7.298 0.767 8.424 0.466
H -6.241 3.961 -3.486 0.470
H 1.589 3.201 -8.908 0.471
H 2.227 4.407 -9.566 0.470
H -7.140 -2.763 -1.442 0.462
H -3.966 4.903 -7.173 0.463
H -5.931 -1.856 -1.527 0.473
H 4.000 -3.726 -2.176 0.476
H -1.751 -1.641 9.567 0.471
H 6.680 -5.868 0.724 0.471
H 2.507 6.907 -6.252 0.473
H -2.980 3.677 2.456 0.475
H 6.264 -5.654 6.088 0.471
H -3.005 -4.219 -6.314 0.471
H -3.262 3.589 -6.907 0.474
```


3.
ORCA calculation (wB97M-V/def2-TZVPD) on C33H81AsF6N7O3 as an isolated structure at a distorted geometry.

The value obtained for the LUMO energy is 2.0 eV. As for the total charge: -1. For the frontier orbital gap, the calculation gives 0.31519 Eh.

XYZ file:
```
131
Properties=species:S:1:pos:R:3:mulliken_charge:R:1
As 1.858 0.244 0.132 1.960
F 2.685 0.784 1.611 -0.515
F 3.378 0.146 -0.634 -0.447
F 0.365 0.363 1.099 -0.505
F 1.996 -1.416 0.718 -0.496
F 0.862 -0.246 -1.210 -0.474
F 1.611 1.986 -0.308 -0.524
O 12.309 -4.360 -2.303 -0.621
O 6.429 -1.245 8.237 -0.633
O 8.066 7.049 -4.232 -0.615
N -5.238 -0.999 11.031 0.054
N -3.730 9.341 -2.175 0.021
N 11.499 -3.485 -4.283 -0.205
N 2.775 -8.018 -6.442 0.103
N 6.540 8.553 -3.710 -0.333
N -6.937 -1.332 -1.815 0.066
N 5.541 -1.252 6.192 -0.217
C -1.582 8.709 -3.366 -1.308
C -6.594 -0.824 -3.135 -0.940
C -6.973 -0.122 12.558 -1.347
C 0.788 -6.823 -5.522 -1.316
C 3.792 -8.245 -4.340 -1.209
C 10.413 -2.621 -3.797 -0.846
C 2.706 -8.786 -5.166 -0.648
C 6.890 7.341 -4.167 0.713
C -5.925 -2.141 0.219 -1.454
C -5.706 -1.944 -1.266 -0.320
C 12.951 -5.449 -4.345 -1.006
C -9.063 -0.099 -1.590 -1.070
C -6.644 -0.999 11.347 -0.390
C 7.545 9.566 -3.211 -0.741
C 5.846 -0.681 7.351 0.608
C -4.979 -1.518 9.672 -0.507
C -4.440 -2.980 12.239 -1.011
C 2.525 -8.961 -7.494 -0.353
C 12.238 -4.314 -3.528 0.705
C -7.743 -0.439 -0.976 -0.491
C -5.182 9.451 -2.505 -0.565
C 5.391 0.774 7.367 -0.873
C -4.078 6.996 -1.337 -0.972
C -3.135 8.918 -3.467 -0.436
C 1.988 -6.831 -6.384 -0.426
C -4.307 -1.459 12.073 -0.694
C -5.478 10.777 -3.096 -1.291
C -7.174 -1.704 -4.317 -1.081
C 2.726 -8.279 -8.884 -1.348
C -3.551 8.408 -1.042 -0.693
C -3.470 -1.211 9.166 -1.209
C 5.370 -2.714 5.945 -0.854
C 5.846 6.348 -4.570 -1.053
H 5.992 -3.404 6.516 0.296
H -5.266 10.753 -4.165 0.307
H 12.243 -6.246 -4.570 0.250
H -5.907 -1.128 0.620 0.369
H -5.524 -0.631 -3.219 0.523
H -7.072 0.150 -3.235 0.453
H -1.228 8.587 -4.389 0.413
H 5.361 -2.982 4.889 0.314
H -7.914 -0.711 0.066 0.409
H -6.721 -1.465 -5.279 0.375
H 0.087 -7.572 -5.891 0.332
H -6.827 -2.699 0.470 0.335
H -5.674 -1.025 8.993 0.450
H -7.062 -2.003 11.409 0.346
H -3.367 -1.067 11.686 0.376
H -7.156 -0.519 10.513 0.359
H -4.288 -0.904 13.011 0.359
H -3.883 6.330 -0.497 0.421
H 4.762 1.048 6.520 0.299
H 1.763 -7.797 -9.051 0.324
H 6.247 1.421 7.556 0.229
H -4.927 -1.185 -1.328 0.342
H -3.251 -0.169 9.400 0.339
H 13.172 -5.026 -5.325 0.316
H 3.494 -7.507 -8.923 0.335
H 0.177 -5.928 -5.636 0.399
H -4.286 -3.546 11.320 0.259
H -4.836 11.487 -2.576 0.333
H -5.154 6.935 -1.501 0.263
H -5.006 -2.607 9.617 0.246
H 5.291 -0.691 5.390 0.263
H 4.393 -2.977 6.350 0.302
H 3.897 -7.160 -4.328 0.284
H -3.515 9.509 -4.301 0.428
H 1.747 -6.349 -7.331 0.433
H -1.224 7.924 -2.699 0.275
H -7.141 0.467 -1.054 0.356
H 10.129 -2.766 -2.755 0.315
H 10.538 -1.566 -4.044 0.275
H 2.922 -8.961 -9.711 0.357
H -6.665 -0.590 13.493 0.291
H 2.863 -9.862 -5.250 0.417
H 13.803 -5.866 -3.807 0.295
H -9.051 -0.343 -2.652 0.214
H 3.190 -9.825 -7.528 0.483
H 2.618 -6.209 -5.748 0.184
H -8.031 0.133 12.610 0.410
H -3.636 -3.398 12.845 0.414
H -2.509 8.322 -0.736 0.346
H 1.749 -8.820 -4.645 0.373
H -9.885 -0.614 -1.092 0.357
H -1.277 9.704 -3.041 0.323
H 11.601 -3.524 -5.288 0.204
H -7.079 -2.760 -4.066 0.299
H -5.086 -2.508 0.811 0.393
H -5.389 -3.236 12.709 0.273
H -3.186 -1.421 8.135 0.380
H -6.424 0.818 12.610 0.343
H 5.891 8.354 -2.962 0.254
H 4.744 1.006 8.214 0.267
H 1.475 -9.235 -7.597 0.240
H -4.012 8.770 -0.123 0.389
H 7.256 10.135 -2.328 0.322
H -8.252 -1.545 -4.337 0.232
H 0.950 -6.868 -4.445 0.335
H -3.616 6.531 -2.207 0.257
H -5.678 8.618 -3.003 0.317
H 4.907 6.840 -4.826 0.333
H -5.313 -2.788 -1.832 0.343
H -5.693 9.383 -1.545 0.491
H -3.445 7.911 -3.748 0.272
H -2.820 -1.794 9.819 0.258
H -6.554 10.942 -3.037 0.407
H 4.716 -8.655 -4.747 0.313
H -9.261 0.972 -1.548 0.293
H 6.336 5.769 -5.353 0.294
H 7.611 10.184 -4.107 0.234
H 9.520 -2.943 -4.332 0.318
H 5.523 5.742 -3.724 0.292
H 8.463 8.983 -3.130 0.300
H 3.659 -8.591 -3.315 0.389
```


4.
ORCA calculation (wB97M-V/def2-TZVPD) on CHF2NO2 as an isolated structure at a distorted geometry.

The expectation value of S² is 2.011. The value obtained for the LUMO energy (alpha / beta) is 0.6 / -1.7 eV. The spin multiplicity is 3. For the frontier orbital gap (alpha / beta), the calculation gives 0.29576 / 0.35688 Eh.

XYZ file:
```
7
Properties=species:S:1:pos:R:3:nbo_charge:R:1
F 1.133 -0.249 1.495 -0.256
F -0.292 1.389 1.131 -0.294
O 1.550 1.098 -2.697 -0.195
O 1.468 1.308 -0.564 -0.425
N 1.004 0.741 -1.706 0.179
C 0.413 0.382 0.672 0.831
H -0.334 -0.194 0.019 0.161
```


Looking at relative energy (zero: lowest compared OMol25 entry of this formula, charge and spin) for the records above, in order, we have 1107.1 472.4 595.2 87.9 kJ/mol.